Entry 1:
ORCA calculation (the ωB97M-V functional and the def2-TZVPD basis) on a molecular structure, C2H2BiLiO2.

Positions of all 8 atoms, in Å:
H1 -0.64070 2.69682 -0.53183
O1 0.13873 -1.42521 -0.48005
C1 0.81239 -0.61097 0.21664
C2 0.35245 0.62679 0.69631
O2 -0.82438 1.00842 0.31670
Li1 1.17307 -2.87668 -1.24890
Bi1 -1.99094 -0.69153 -0.28677
H2 0.97937 1.27236 1.31789

The value obtained for the LUMO energy (spin up / spin down) is -17.42 / -17.24 eV. The calculation puts the total energy at -12204.2495 eV. Its multiplicity is 2. The total charge is +3. Its gap between HOMO and LUMO (spin up / spin down) is 5.05 / 5.06 eV.

The net atomic charges from Mulliken, expressed in e, are: 0.644, -0.638, 0.589, 0.072, -0.676, 0.950, 1.574, 0.485



Entry 2:
ORCA calculation (the ωB97M-V functional and the def2-TZVPD basis) on 2 unconnected molecules or ions with the total composition ClFOS.

Positions of all 4 atoms, in Å:
O1 0.85911 1.07556 -0.57995
F1 -0.10023 -0.53656 2.33435
S1 0.09696 -0.11798 -0.77176
Cl1 -1.84220 0.68325 -0.93816

The value obtained for the LUMO energy (spin up / spin down) is -2.16 / -4.10 eV. Its energy relative to the best compared isomer or geometry (same formula, charge and spin) is 3.692 eV. The calculation puts the total energy at -28118.5107 eV. The total charge is 0. Its gap between HOMO and LUMO (spin up / spin down) is 9.83 / 5.69 eV.

The net atomic charges from Mulliken, expressed in e, are: -0.280, -0.113, 0.518, -0.125



Entry 3:
ORCA calculation (the ωB97M-V functional and the def2-TZVPD basis) on a molecular structure, C20H25Cl2N4OPtTe.

Positions of all 54 atoms, in Å:
Pt1 -1.52038 1.37062 0.92786
C1 -2.30059 -1.67010 4.72319
N1 -1.05732 -1.14389 4.13408
C2 0.16254 -1.37644 4.70019
C3 1.30101 -0.85987 4.18589
C4 1.15933 -0.01545 3.04110
N2 -0.02886 0.15234 2.49401
C5 -1.11730 -0.42610 2.96318
O1 -2.17744 -0.27735 2.30358
N3 2.20216 0.63297 2.50545
H1 -2.18946 -1.72261 5.80276
H2 -2.52728 -2.66043 4.33068
H3 -3.11543 -1.00284 4.46914
H4 0.16256 -1.99545 5.58747
H5 2.26574 -1.06202 4.63216
H6 3.13553 0.49504 2.84353
H7 2.05049 1.21550 1.70047
C6 -3.22502 8.50341 0.20598
C7 -3.18645 7.07933 0.70126
C8 -2.72039 6.77436 1.97075
C9 -2.71376 5.46793 2.46432
C10 -2.19593 5.25263 3.86891
C11 -3.20899 4.43388 1.64810
Te1 -3.31854 2.44341 2.37037
C12 -3.68449 4.72453 0.34923
C13 -4.24272 3.66359 -0.56872
C14 -3.65242 6.03923 -0.09847
H8 -2.57108 9.14728 0.79556
H9 -4.24068 8.90012 0.28252
H10 -2.92930 8.56797 -0.84269
H11 -2.35679 7.57930 2.60480
H12 -3.01006 5.33544 4.59301
H13 -1.45174 6.01003 4.12195
H14 -1.74808 4.27039 3.98921
H15 -3.51531 2.87172 -0.74853
H16 -4.53246 4.09518 -1.52803
H17 -5.12107 3.19262 -0.12513
H18 -4.01906 6.26550 -1.09582
Cl1 -3.68520 -0.56606 -0.97468
C15 -2.32122 -1.62167 -0.62772
Cl2 -0.74828 -0.75358 -0.62820
H19 -2.26757 -2.37460 -1.39986
H20 -2.45838 -2.04918 0.35403
C16 -0.22440 5.42433 -1.33257
C17 -0.73623 4.36906 -2.07254
C18 -1.04074 3.18744 -1.42913
N4 -0.84339 3.02658 -0.11452
C19 -0.35177 4.04809 0.60552
C20 -0.03037 5.25893 0.03071
H21 0.02236 6.36075 -1.81599
H22 -0.90411 4.45930 -3.13752
H23 -1.45199 2.34201 -1.96570
H24 -0.22137 3.87421 1.66266
H25 0.36141 6.05732 0.64469

The value obtained for the LUMO energy is -3.08 eV. Its energy relative to the best compared isomer or geometry (same formula, charge and spin) is 0.995 eV. The calculation puts the total energy at -64734.1239 eV. The total charge is +1. Its gap between HOMO and LUMO is 6.50 eV.

The net atomic charges from Mulliken, expressed in e, are: 0.417, -1.002, 0.185, -0.222, -0.981, 0.777, 0.247, 0.327, -0.771, -0.348, 0.392, 0.315, 0.302, 0.414, 0.368, 0.207, 0.190, -1.601, 0.636, -0.981, 0.991, -1.843, -0.364, 0.108, 1.239, -1.523, -0.829, 0.387, 0.331, 0.368, 0.364, 0.352, 0.406, 0.404, 0.117, 0.377, 0.389, 0.326, -0.100, -0.175, -0.126, 0.393, 0.124, -0.256, -0.804, -0.006, 0.120, -0.068, -0.799, 0.441, 0.443, 0.383, 0.557, 0.405



Entry 4:
ORCA calculation (the ωB97M-V functional and the def2-TZVPD basis) on C4H8O3 in the gas phase.

Positions of all 15 atoms, in Å:
C1 -2.44623 -0.77567 0.48906
O1 -1.11177 -0.35567 0.77838
C2 -0.50580 0.34142 -0.19981
O2 -0.99948 0.56595 -1.27497
C3 0.91739 0.69518 0.22237
C4 1.82178 -0.39614 -0.33202
O3 1.30724 1.92600 -0.33651
H1 -3.07099 0.09215 0.26466
H2 -2.80028 -1.27873 1.38930
H3 -2.46698 -1.45811 -0.36493
H4 0.94636 0.72875 1.32147
H5 1.69327 -1.34703 0.19243
H6 2.86621 -0.04739 -0.25397
H7 1.59053 -0.52470 -1.39456
H8 2.25878 1.83398 -0.50091

The value obtained for the LUMO energy is 0.83 eV. Its energy relative to the best compared isomer or geometry (same formula, charge and spin) is 1.025 eV. The calculation puts the total energy at -10419.9786 eV. The total charge is 0. The SMILES is COC(=O)[C@@H](C)O. Its gap between HOMO and LUMO is 11.18 eV.

The net atomic charges from Mulliken, expressed in e, are: -0.627, -0.308, 0.466, -0.550, 0.418, -1.332, -0.506, 0.288, 0.223, 0.291, 0.214, 0.330, 0.369, 0.387, 0.337



Look up the total charge of the first one.
+3



Look up the total charge of the first one.
+3